Record 1
C14H46ClN8O13 | wB97M-V/def2-TZVPD

Atoms and positions in Å:
Cl: 0.420 0.172 -0.194
O: 0.312 -0.810 -1.212
O: -0.889 0.757 -0.008
O: 0.839 -0.375 1.057
O: 1.274 1.191 -0.721
C: 5.223 2.219 -0.667
C: 4.529 2.982 -1.807
O: 3.509 2.338 -2.411
H: 5.719 1.316 -1.021
H: 4.626 2.007 0.220
H: 6.034 2.746 -0.164
H: 5.268 3.276 -2.552
H: 4.173 3.963 -1.492
H: 2.928 2.099 -1.686
C: -0.761 -3.940 -4.943
C: -0.324 -3.189 -3.715
O: 0.041 -1.813 -4.071
H: -0.103 -4.139 -5.789
H: -1.579 -3.338 -5.338
H: -1.203 -4.883 -4.620
H: 0.551 -3.632 -3.240
H: -1.152 -3.083 -3.014
H: 0.344 -1.335 -3.295
C: -0.968 3.461 -2.856
C: 0.534 3.919 -3.114
O: 0.645 4.626 -4.336
H: -0.880 2.747 -2.037
H: -1.276 2.949 -3.768
H: -1.402 4.458 -2.794
H: 1.079 2.986 -3.255
H: 0.997 4.469 -2.295
H: 1.104 4.040 -4.942
C: 1.048 -4.791 0.514
C: 0.220 -4.144 1.641
O: -1.085 -4.763 1.515
H: 1.219 -5.852 0.697
H: 2.048 -4.362 0.572
H: 0.677 -4.676 -0.505
H: 0.230 -3.067 1.471
H: 0.816 -4.241 2.548
H: -1.585 -4.417 0.772
C: 1.176 2.914 2.944
C: 1.873 3.816 1.909
O: 3.139 4.225 2.434
H: 1.908 2.189 3.298
H: 0.258 2.430 2.610
H: 0.717 3.560 3.693
H: 1.173 4.603 1.632
H: 2.010 3.243 0.992
H: 3.701 3.550 2.824
C: -4.965 1.974 0.833
O: -5.229 0.770 0.820
N: -3.826 2.513 0.418
N: -5.873 2.851 1.264
H: -3.828 3.523 0.434
H: -3.024 1.901 0.382
H: -5.545 3.798 1.143
H: -6.586 2.531 1.905
C: 3.009 -2.137 3.303
O: 3.480 -3.125 3.878
N: 2.339 -1.164 3.834
N: 3.179 -1.878 2.073
H: 2.076 -1.175 4.809
H: 1.641 -0.735 3.244
H: 2.846 -1.027 1.645
H: 3.500 -2.670 1.534
C: -3.166 -2.988 -1.172
O: -2.405 -3.907 -1.035
N: -4.430 -3.059 -1.376
N: -2.762 -1.760 -0.982
H: -4.711 -4.026 -1.443
H: -5.109 -2.314 -1.303
H: -3.364 -0.952 -0.919
H: -1.831 -1.622 -0.618
C: -2.035 -0.524 3.745
O: -2.856 -0.817 4.598
N: -1.832 0.659 3.138
N: -1.514 -1.474 3.081
H: -2.406 1.432 3.445
H: -1.173 0.718 2.375
H: -0.991 -1.276 2.240
H: -1.769 -2.440 3.225

Computed properties:
E ... -2437.2410 Ha
Total charge ... -1
Max |F| ... 6.759 eV Å⁻¹
ΔE to the lowest compared entry with this formula, charge and spin ... 2.6052 eV

Which charges does Löwdin predict for the atoms? In e, they are: Cl 0.64; O -0.32; O -0.37; O -0.36; O -0.33; C -0.07; C -0.37; O -0.05; H 0.07; H 0.06; H 0.06; H 0.11; H 0.11; H 0.04; C -0.10; C -0.29; O -0.11; H 0.07; H 0.07; H 0.07; H 0.11; H 0.08; H 0.03; C -0.05; C -0.32; O -0.09; H 0.05; H 0.07; H 0.06; H 0.09; H 0.11; H 0.08; C -0.08; C -0.28; O -0.09; H 0.07; H 0.05; H 0.07; H 0.07; H 0.11; H 0.03; C -0.08; C -0.29; O -0.09; H 0.07; H 0.04; H 0.07; H 0.11; H 0.08; H 0.08; C -0.74; O 0.00; N 0.18; N 0.14; H 0.10; H 0.09; H 0.09; H 0.12; C -0.82; O 0.00; N 0.17; N 0.18; H 0.12; H 0.08; H 0.09; H 0.12; C -0.80; O 0.03; N 0.18; N 0.20; H 0.12; H 0.12; H 0.11; H 0.08; C -0.77; O 0.01; N 0.17; N 0.18; H 0.11; H 0.05; H 0.07; H 0.13


Record 2
C35H65BClFN3O40S9 | wB97M-V/def2-TZVPD

Atoms and positions in Å:
C: -0.122 7.082 -1.498
C: -0.068 6.873 -3.004
O: 0.980 6.549 -3.512
O: -1.148 7.097 -3.812
C: -2.356 6.459 -3.400
C: -2.529 5.081 -4.049
C: -4.016 4.759 -4.275
C: -4.294 3.265 -4.505
C: -5.128 2.637 -3.371
C: -4.389 2.849 -2.047
C: -4.913 1.982 -0.884
C: -4.269 2.476 0.434
N: -2.815 2.267 0.379
C: -1.932 3.216 0.019
F: -2.211 4.450 -0.302
C: -0.681 2.722 0.028
N: -0.877 1.423 0.428
B: 0.391 0.568 0.524
O: 0.779 0.083 1.711
N: 1.083 0.367 -0.710
C: 0.606 -0.836 -1.436
C: 2.541 0.394 -0.519
C: -2.137 1.142 0.660
C: -2.668 -0.150 1.139
C: -2.860 -0.056 2.665
O: -1.926 -0.022 3.417
Cl: -4.509 0.035 3.314
H: 0.324 6.212 -1.021
H: -1.126 7.250 -1.119
H: 0.504 7.941 -1.270
H: -2.498 6.410 -2.319
H: -3.174 7.074 -3.782
H: -2.054 5.155 -5.030
H: -1.997 4.314 -3.479
H: -4.568 5.156 -3.417
H: -4.340 5.333 -5.143
H: -3.336 2.728 -4.501
H: -4.747 3.052 -5.480
H: -6.126 3.078 -3.336
H: -5.270 1.567 -3.539
H: -3.343 2.561 -2.217
H: -4.408 3.887 -1.714
H: -5.994 2.116 -0.844
H: -4.641 0.932 -1.006
H: -4.714 1.991 1.300
H: -4.438 3.550 0.461
H: 0.245 3.201 -0.230
H: 0.166 0.350 2.415
H: 1.423 -1.440 -1.818
H: -0.089 -1.414 -0.820
H: 0.037 -0.511 -2.315
H: 2.988 0.634 -1.488
H: 2.793 1.224 0.134
H: 2.988 -0.549 -0.192
H: -2.012 -0.991 0.933
H: -3.652 -0.323 0.704
C: 1.801 -2.557 3.411
C: 2.279 -1.627 4.499
O: 2.682 -2.495 5.570
S: 3.261 -3.857 4.953
O: 4.674 -3.781 4.907
O: 2.588 -4.945 5.566
O: 2.702 -3.671 3.461
H: 0.791 -2.922 3.613
H: 1.828 -2.093 2.431
H: 1.502 -0.945 4.823
H: 3.152 -1.055 4.178
C: 5.609 3.789 -1.411
C: 6.410 4.319 -0.242
O: 5.451 4.444 0.819
S: 4.347 3.298 0.682
O: 4.683 2.224 1.543
O: 3.062 3.904 0.706
O: 4.683 2.860 -0.824
H: 5.037 4.583 -1.895
H: 6.230 3.289 -2.149
H: 6.872 5.280 -0.452
H: 7.177 3.609 0.074
C: 1.271 -8.145 7.584
C: 2.687 -7.822 7.162
O: 3.271 -9.096 6.853
S: 2.142 -10.070 6.261
O: 2.213 -10.047 4.846
O: 2.164 -11.280 6.995
O: 0.864 -9.205 6.711
H: 1.234 -8.514 8.611
H: 0.604 -7.293 7.482
H: 3.253 -7.324 7.945
H: 2.703 -7.211 6.260
C: -6.738 -0.800 -7.464
C: -7.501 0.057 -8.445
O: -7.996 1.156 -7.656
S: -6.952 1.485 -6.495
O: -6.127 2.567 -6.915
O: -7.643 1.501 -5.257
O: -6.088 0.139 -6.590
H: -7.410 -1.416 -6.863
H: -6.004 -1.435 -7.952
H: -8.322 -0.477 -8.914
H: -6.845 0.461 -9.214
C: 4.931 -3.473 -0.613
C: 4.869 -4.981 -0.516
O: 3.530 -5.254 -0.074
S: 2.535 -4.158 -0.665
O: 1.912 -4.676 -1.830
O: 1.782 -3.614 0.404
O: 3.641 -3.089 -1.121
H: 5.061 -3.015 0.370
H: 5.717 -3.130 -1.279
H: 5.591 -5.386 0.187
H: 5.009 -5.451 -1.491
C: 0.471 3.036 7.193
C: 0.717 1.750 7.945
O: 1.021 0.787 6.920
S: 1.778 1.516 5.716
O: 3.170 1.316 5.866
O: 1.098 1.195 4.508
O: 1.436 3.024 6.128
H: -0.527 3.056 6.751
H: 0.606 3.914 7.819
H: -0.146 1.433 8.523
H: 1.584 1.831 8.600
C: 4.742 3.151 10.136
C: 4.995 3.353 11.614
O: 3.688 3.520 12.183
S: 2.632 2.639 11.365
O: 2.428 1.414 12.043
O: 1.554 3.474 10.969
O: 3.552 2.350 10.079
H: 4.542 4.098 9.632
H: 5.563 2.642 9.638
H: 5.611 4.225 11.817
H: 5.453 2.471 12.066
C: 0.136 -7.244 -4.155
C: 1.562 -6.951 -4.563
O: 2.118 -8.232 -4.878
S: 0.971 -9.177 -5.491
O: 1.054 -9.140 -6.904
O: 0.961 -10.392 -4.767
O: -0.289 -8.286 -5.040
H: 0.084 -7.620 -3.131
H: -0.511 -6.376 -4.254
H: 2.131 -6.472 -3.771
H: 1.600 -6.332 -5.463
C: -2.521 1.461 -9.661
C: -2.254 0.432 -8.583
O: -3.305 -0.530 -8.739
S: -3.702 -0.639 -10.292
O: -3.039 -1.750 -10.860
O: -5.106 -0.463 -10.394
O: -2.974 0.698 -10.788
H: -3.319 2.147 -9.368
H: -1.633 2.030 -9.924
H: -2.275 0.860 -7.584
H: -1.300 -0.076 -8.743

Computed properties:
E ... -8714.7874 Ha
Total charge ... +1
Max |F| ... 2.546 eV Å⁻¹

These are the Löwdin partial charges, in e, on atoms 1 to 99: C 0.02; C -0.50; O 0.11; O 0.00; C -0.19; C -0.17; C -0.19; C -0.19; C -0.19; C -0.21; C -0.14; C -0.08; N 0.09; C -0.27; F 0.17; C 0.12; N 0.17; B -0.62; O 0.25; N -0.07; C -0.02; C -0.04; C -0.18; C -0.02; C -0.74; O 0.07; Cl 0.73; H 0.08; H 0.07; H 0.10; H 0.10; H 0.13; H 0.13; H 0.10; H 0.11; H 0.12; H 0.11; H 0.07; H 0.12; H 0.11; H 0.11; H 0.11; H 0.13; H 0.11; H 0.10; H 0.13; H 0.16; H 0.09; H 0.08; H 0.08; H 0.09; H 0.10; H 0.05; H 0.09; H 0.14; H 0.12; C -0.17; C -0.17; O -0.17; S 0.61; O -0.21; O -0.22; O -0.19; H 0.14; H 0.10; H 0.09; H 0.14; C -0.15; C -0.15; O -0.18; S 0.58; O -0.21; O -0.23; O -0.20; H 0.14; H 0.14; H 0.14; H 0.14; C -0.16; C -0.17; O -0.19; S 0.60; O -0.22; O -0.21; O -0.19; H 0.13; H 0.13; H 0.14; H 0.10; C -0.15; C -0.15; O -0.18; S 0.60; O -0.24; O -0.22; O -0.19; H 0.14; H 0.12; H 0.14


Record 3
C5H7N | wB97M-V/def2-TZVPD

Atoms and positions in Å:
C: 1.968 -0.870 -1.350
C: 2.064 -0.333 -0.308
C: 2.534 0.484 0.831
H: 2.179 -1.261 -2.351
H: 3.449 0.698 0.498
H: 2.430 -0.055 1.724
H: 1.892 1.351 0.847
C: -3.093 -0.010 -0.332
C: -2.115 -0.221 0.703
N: -1.447 -0.286 1.594
H: -3.334 1.012 -0.040
H: -4.001 -0.650 -0.585
H: -2.525 0.140 -1.230

Computed properties:
E ... -249.3514 Ha
Max |F| ... 4.698 eV Å⁻¹
ΔE to the lowest compared entry with this formula, charge and spin ... 3.3149 eV
SMILES string ... C#CC.CC#N

Which charges does natural (NBO) predict for the atoms? In e, they are: C -0.30; C 0.02; C -0.67; H 0.24; H 0.23; H 0.24; H 0.23; C -0.73; C 0.29; N -0.33; H 0.26; H 0.27; H 0.25


Record 4
C3H5NO3P | wB97M-V/def2-TZVPD

Atoms and positions in Å:
C: 0.770 -0.581 0.166
C: -0.801 1.376 -0.054
C: -0.669 0.103 -0.050
N: -1.763 -0.954 -0.033
O: 0.735 -1.776 0.253
O: 3.957 1.143 0.030
O: 1.710 0.220 -0.037
P: 3.501 -0.187 0.107
H: 0.006 1.991 -0.010
H: -1.759 1.966 -0.274
H: -2.509 -0.560 0.681
H: -1.091 -1.652 0.215
H: -2.087 -1.089 -0.994

Computed properties:
E ... -738.7261 Ha
Total charge ... +1
Max |F| ... 7.525 eV Å⁻¹
2S+1 ... 3
ΔE to the lowest compared entry with this formula, charge and spin ... 0.0000 eV
<S²> ... 2.01

Which charges does natural (NBO) predict for the atoms? In e, they are: C 0.78; C -0.29; C -0.01; N -0.73; O -0.59; O -0.76; O -0.64; P 1.33; H 0.25; H 0.24; H 0.48; H 0.47; H 0.46